1.
Molecular formula: C20H33N3O3
Method: DFT, wB97M-V/def2-TZVPD

```
! wB97M-V def2-TZVPD RIJCOSX def2/J DEFGRID3
* xyz 0 1
H 0.36617 -4.55707 3.03760
H 1.78729 -2.53166 3.54808
H 2.77446 -5.11509 -0.25298
H 1.12617 4.94937 -4.17731
H 3.74954 -3.92198 2.36704
C 0.15650 1.70391 -1.98639
H 1.25696 2.87325 -0.55755
H -1.11540 3.94317 -1.12943
O -2.16545 1.75209 -0.43508
O 1.65837 -1.29735 0.12547
N 2.04075 -3.03055 1.55083
C -0.98265 4.66710 -3.81354
H 0.82502 -1.60504 2.37428
H 0.64963 3.25604 -4.15010
H -1.70619 -4.37476 1.88953
H -3.04517 1.22801 1.56923
H 1.62203 4.86294 -1.96200
H 4.22931 -2.45017 -0.30236
H 0.59124 0.23256 -0.53153
H -0.65825 -1.71036 -0.04917
H 2.39095 -5.02965 2.08786
C -1.20742 5.53171 -2.57757
C 3.30653 -3.02688 -0.39452
H -2.08115 0.72094 2.96018
C -0.99566 -3.56091 1.70891
N -0.13296 0.86293 -0.84698
H 2.15453 2.54090 -2.03528
C -2.70664 -2.06070 2.52098
C -3.45139 -0.77496 2.24287
C 0.77970 4.19480 -2.16877
H -0.38807 0.05949 1.56794
H -2.40450 -1.42138 -0.16942
C -2.49034 0.39294 2.00364
C 2.23760 -2.32644 0.42465
H -0.52638 -3.22413 3.76642
H 3.03521 -3.06017 -1.44795
H -1.17106 5.20294 -4.74341
H -4.11029 -0.56348 3.08481
N -1.74944 -2.32970 1.60154
C -1.34985 0.01950 1.04841
H -0.79432 2.14399 -2.29032
H 4.44079 -4.79390 0.23730
C -0.47997 4.75494 -1.48380
C 1.18730 -2.60205 2.63328
O -2.93634 -2.79573 3.46383
C 1.17081 2.80947 -1.64477
H -0.48210 -3.74026 0.76233
H -4.07164 -0.92912 1.35646
H -2.26278 5.67733 -2.35304
H -0.22887 5.38121 -0.62825
C 0.00482 -3.54142 2.86939
H 0.52901 1.07275 -2.79730
C 0.47726 4.22446 -3.68382
H -1.64696 3.80262 -3.77787
C 2.92503 -4.16750 1.68431
C 3.42572 -4.40373 0.25595
C -1.54266 -1.40724 0.51095
H -0.74402 6.51030 -2.71929
C -1.27074 0.98173 -0.14426
*
```

ΔE to the lowest compared entry with this formula, charge and spin	0.117	eV
molecular weight	363.502	g/mol
F_max	0.012	hartree/bohr
LUMO	0.0204	Eh
SMILES string	O=C(NCCC1CCCC1)[C@H]1CCC(=O)N(CCCN2CCCC2=O)C1
gap between HOMO and LUMO	0.351	Eh

Atom charges from the Mulliken analysis, given in e for atoms 1 to 4:
1. H 0.418
2. H 0.366
3. H 0.299
4. H 0.344

=====

2.
Molecular formula: C5H12O2
Method: DFT, wB97M-V/def2-TZVPD

```
! wB97M-V def2-TZVPD RIJCOSX def2/J DEFGRID3
* xyz 0 1
H 2.86508 -0.86441 2.23450
C -0.61617 0.72655 0.16863
H 1.92532 0.47202 1.51549
H -0.62809 1.80751 0.33154
H -2.09941 -0.83798 -0.02390
H -2.83035 0.78505 0.07238
C -0.68083 -0.08718 -2.12140
H -0.65462 -1.19011 -2.18161
O -1.95957 0.35196 -1.71752
H -0.36838 0.24435 1.11551
C 0.31020 0.40074 -1.03955
C -1.97826 0.22038 -0.31174
C 1.85509 -0.45092 2.11078
O 0.97770 -1.40032 1.53542
H 0.85197 1.29337 -1.36282
H -0.48213 0.32151 -3.11618
H 1.45921 -0.18314 3.09667
H 0.96843 -1.24434 0.58315
H 1.08482 -0.36504 -0.88935
*
```

ΔE to the lowest compared entry with this formula, charge and spin	1.687	eV
molecular weight	104.149	g/mol
F_max	0.007	hartree/bohr
LUMO	0.0338	Eh
SMILES string	C1CCOC1.CO
gap between HOMO and LUMO	0.397	Eh

Atom charges from the Mulliken analysis, given in e for atoms 1 to 4:
1. H 0.280
2. C -0.293
3. H 0.261
4. H 0.259

=====

3.
Molecular formula: CH2N4OS
Method: DFT, wB97M-V/def2-TZVPD

```
! wB97M-V def2-TZVPD RIJCOSX def2/J DEFGRID3
* xyz 0 1
O -0.07092 -1.74548 -0.22811
N -1.62080 -0.25750 -0.01120
H -1.12804 2.22929 -0.04231
N -1.35907 -1.47684 0.04952
S 2.17198 -0.40214 -0.08418
N -0.21821 1.71455 -0.14606
H 2.11174 -0.06997 1.23756
N 0.56253 -0.46371 -0.55615
C -0.44921 0.47180 -0.21907
*
```

ΔE to the lowest compared entry with this formula, charge and spin	1.649	eV
molecular weight	118.121	g/mol
F_max	0.039	hartree/bohr
LUMO	-0.0152	Eh
SMILES string	[H]/N=c1\nnon1S
gap between HOMO and LUMO	0.354	Eh

Atom charges from the Mulliken analysis, given in e for atoms 1 to 4:
1. O -0.068
2. N -0.268
3. H 0.285
4. N 0.037

=====

4.
Molecular formula: C3H3OPS
Method: DFT, wB97M-V/def2-TZVPD

```
! wB97M-V def2-TZVPD RIJCOSX def2/J DEFGRID3
* xyz 0 1
H 1.24990 -0.45929 -0.47135
H -0.37474 1.95724 0.46055
O -1.87300 0.22584 0.59517
H 1.55411 2.04906 0.02513
C -1.00327 -0.45728 0.14548
C 0.61836 0.24302 0.02579
C 0.58484 1.57258 0.23513
P -1.10676 -2.35018 0.08798
S 0.35056 -2.78099 -1.10388
*
```

ΔE to the lowest compared entry with this formula, charge and spin	0.949	eV
molecular weight	118.097	g/mol
F_max	0.091	hartree/bohr
LUMO	-0.0773	Eh
SMILES string	C=CC(=O)P=S
gap between HOMO and LUMO	0.243	Eh

Atom charges from the Mulliken analysis, given in e for atoms 1 to 4:
1. H 0.295
2. H 0.317
3. O -0.438
4. H 0.251

=====

5.
Molecular formula: C2HNS2
Method: DFT, wB97M-V/def2-TZVPD

```
! wB97M-V def2-TZVPD RIJCOSX def2/J DEFGRID3
* xyz 0 1
H -0.52832 2.10178 0.32840
S -2.01799 -0.35671 -0.03473
N 1.67145 -1.82726 0.01850
C -0.37304 -0.05434 -0.14480
S 0.68853 1.39966 -0.06247
C 0.55937 -1.26312 -0.10490
*
```

ΔE to the lowest compared entry with this formula, charge and spin	0.968	eV
molecular weight	103.171	g/mol
F_max	0.176	hartree/bohr
LUMO	-0.0662	Eh
SMILES string	N#CC(=S)S
gap between HOMO and LUMO	0.296	Eh

Atom charges from the Mulliken analysis, given in e for atoms 1 to 4:
1. H 0.201
2. S -0.121
3. N -0.374
4. C 0.233

=====

6.
Molecular formula: C20H39N2O2P3STc
Method: DFT, wB97M-V/def2-TZVPD

```
! wB97M-V def2-TZVPD RIJCOSX def2/J DEFGRID3
* xyz 4 4
C -0.66127 0.15053 4.66114
H 4.54945 0.13053 -1.59429
O 1.78951 1.63448 1.30202
C -0.04509 -0.99896 2.73374
C -1.19395 4.39317 1.00141
C 0.34854 -0.68794 -2.13507
N 1.01869 -1.02664 3.55687
H 0.15771 4.26344 -2.57024
H 5.64385 -2.81200 -0.20118
C 0.74976 -0.42320 4.84887
H -2.61048 0.55337 -3.30204
H 5.55119 -1.28283 1.70972
H 4.10316 -0.46076 2.40421
H -3.57049 -3.08654 -1.54461
H 4.18355 -2.25005 2.38092
N -0.98298 -0.20241 3.28449
H 4.06165 -3.64957 -0.26649
C -2.97622 -3.39677 2.18069
C 4.61093 -2.75008 -0.55710
P -2.23798 -3.14216 0.54200
H -3.43584 -2.45877 2.51536
H 1.34111 2.23838 -3.60730
H 1.88155 -1.52214 3.36424
H 4.56891 0.95698 -0.01447
C -2.68209 3.86476 -1.39526
C -1.93517 0.79847 0.19357
C 0.15328 4.56453 -1.51664
C 1.21074 0.33918 -2.56405
H -0.66430 1.24153 4.78923
H -2.87159 4.94230 -1.46511
H -1.42444 -0.26341 5.33648
O -2.88360 0.47935 0.82035
H -2.65170 -5.46386 -0.05442
C -1.03611 -0.58309 -2.36848
H -1.13391 -5.28676 0.89227
P 3.71239 -1.32303 0.16165
H -0.24610 4.31678 1.54754
H -1.16299 -4.82345 -0.82603
P -1.06956 3.58760 -0.61176
C 4.46146 -1.33461 1.84113
H 4.59278 -2.67336 -1.64774
H -1.70026 -1.39272 -2.05634
S -0.19341 -1.91138 1.24946
C -0.69558 1.53551 -3.49341
H -3.46106 3.39487 -0.77935
H 1.14665 4.36448 -1.09037
C -1.74858 -4.85200 0.09700
C 4.78207 0.01066 -0.52995
H 2.28835 0.23859 -2.40429
H -3.73948 -4.18280 2.05605
H 0.75180 -1.59299 -1.66479
H 5.84154 -0.25934 -0.40502
C -1.55258 0.52072 -3.06016
H -2.72173 3.41788 -2.39542
H -4.48670 -3.76433 -0.16181
C 0.95269 1.51493 0.48504
H -1.44063 5.45225 0.82763
H -1.89073 -0.02831 2.86433
Tc -0.42429 1.31253 -0.82412
C -3.77326 -2.97937 -0.46931
H -1.98869 3.91483 1.59023
H -0.06874 5.63510 -1.42567
H -1.07497 2.35367 -4.08797
H -4.22368 -1.99310 -0.29836
H 0.82754 -1.17117 5.64855
H -2.21067 -3.70514 2.90101
C 0.68407 1.45724 -3.22908
H 1.46248 0.37567 5.07942
*
```

molecular weight	562.533	g/mol
F_max	0.114	hartree/bohr
LUMO (alpha / beta)	-0.4585 / -0.6063	Eh
<S²>	3.79
gap between HOMO and LUMO (alpha / beta)	0.212 / 0.062	Eh

Atom charges from the Mulliken analysis, given in e for atoms 1 to 4:
1. C -0.462
2. H 0.386
3. O -0.269
4. C -0.253